{"formula": "C35H52IN6O10", "method": "ωB97M-V/def2-TZVPD", "charge": 1, "homo_lumo_gap_ev": 2.96, "homo_ev": -8.031, "largest_force_ev_per_a": 5.1, "e_lumo_ev": -5.07, "elements": ["C", "C", "O", "N", "C", "C", "N", "C", "C", "C", "C", "O", "O", "C", "C", "C", "O", "C", "C", "C", "C", "C", "C", "C", "C", "C", "C", "C", "C", "O", "N", "C", "C", "C", "C", "C", "C", "N", "I", "C", "O", "O", "H", "H", "H", "H", "H", "H", "H", "H", "H", "H", "H", "H", "H", "H", "H", "H", "H", "H", "H", "H", "H", "H", "H", "H", "H", "H", "H", "H", "H", "H", "H", "H", "H", "H", "H", "H", "H", "H", "H", "H", "H", "H", "C", "O", "O", "O", "H", "N", "H", "H", "H", "H", "N", "C", "C", "C", "C", "H", "H", "H", "H", "H"], "xyz": [[6.47, -1.95, -0.20], [5.31, -0.90, 0.24], [5.02, -0.93, 1.47], [4.69, -0.02, -0.73], [5.59, 0.43, -1.83], [3.33, -0.35, -1.17], [2.22, 0.31, -0.50], [2.49, 1.34, 0.49], [3.14, 2.72, -0.08], [3.84, 3.42, 1.22], [3.44, 4.96, 1.34], [3.35, 5.56, 2.46], [3.20, 5.69, 0.17], [0.87, 0.23, -1.06], [-0.12, -0.27, 0.08], [-1.68, 0.07, -0.06], [-2.27, 0.51, 1.21], [0.57, 1.60, -1.81], [-0.10, 2.83, -1.09], [-0.49, 3.07, 0.38], [-1.15, 4.37, 0.95], [-1.42, 5.55, -0.01], [-1.05, 5.35, -1.51], [-1.34, 6.51, -2.58], [-0.39, 4.06, -2.04], [0.82, -0.90, -2.26], [-0.62, -1.19, -2.86], [-1.39, -2.49, -2.36], [-1.45, -3.70, -3.39], [-1.28, -3.60, -4.64], [-1.79, -5.08, -2.92], [-2.40, -5.05, -1.57], [-1.43, -5.25, -0.36], [-1.86, -5.22, 1.12], [-3.38, -4.96, 1.42], [-4.33, -4.79, 0.22], [-3.91, -4.82, -1.27], [1.64, -2.13, -1.99], [2.15, -2.86, -3.91], [2.95, -1.91, -1.23], [2.71, -2.51, 0.07], [3.94, -2.72, -1.91], [7.47, -1.74, 0.30], [6.09, -2.99, 0.16], [6.58, -2.05, -1.33], [6.63, 0.66, -1.37], [5.72, -0.40, -2.60], [5.20, 1.40, -2.32], [3.35, 0.02, -2.28], [1.63, 1.68, 1.16], [3.28, 0.94, 1.23], [3.96, 2.52, -0.84], [2.36, 3.47, -0.42], [4.98, 3.32, 1.21], [3.45, 2.91, 2.17], [3.13, 6.67, 0.37], [-0.05, -1.43, 0.11], [0.18, 0.05, 1.15], [-1.95, 0.82, -0.89], [-2.26, -0.90, -0.32], [-2.82, 1.30, 1.05], [1.60, 1.98, -2.18], [-0.02, 1.46, -2.80], [-0.34, 2.21, 1.11], [-1.43, 4.46, 2.06], [-1.90, 6.54, 0.28], [-1.41, 7.52, -2.05], [-0.63, 6.50, -3.47], [-2.40, 6.30, -3.01], [-0.13, 4.01, -3.16], [1.38, -0.36, -3.12], [-1.31, -0.27, -2.74], [-0.50, -1.29, -4.01], [-2.49, -2.18, -2.15], [-0.97, -2.78, -1.32], [-2.56, -5.36, -3.56], [-0.31, -5.41, -0.59], [-1.06, -5.35, 1.92], [-3.68, -4.91, 2.52], [-5.44, -4.59, 0.45], [-4.65, -4.66, -2.14], [1.15, -2.92, -1.54], [2.00, -2.02, 0.54], [4.02, -3.55, -1.38], [1.21, 8.64, -1.20], [0.65, 9.73, -0.93], [1.82, 8.11, -0.10], [1.29, 8.00, -2.26], [1.54, 8.86, 0.46], [-3.24, 3.07, 3.28], [-2.64, 2.71, 2.52], [-3.66, 2.28, 3.78], [-2.67, 3.62, 3.92], [-3.98, 3.66, 2.88], [-5.72, -6.47, 4.29], [-7.00, -6.61, 4.77], [-6.93, -6.64, 6.14], [-5.57, -6.51, 6.50], [-4.84, -6.40, 5.34], [-5.47, -6.43, 3.31], [-7.84, -6.68, 4.09], [-7.77, -6.74, 6.81], [-5.16, -6.49, 7.50], [-3.78, -6.29, 5.17]]}


{"formula": "C35H52IrOP4Se", "method": "ωB97M-V/def2-TZVPD", "charge": 4, "s2": 8.87, "homo_lumo_gap_ev": [5.23, 4.32], "homo_ev": [-17.405, -18.581], "de_lowest_kcal_mol": 84.5, "largest_force_ev_per_a": 3.4, "e_lumo_ev": [-12.18, -14.26], "multiplicity": 6, "elements": ["Ir", "P", "P", "P", "H", "C", "C", "H", "C", "C", "C", "C", "C", "C", "C", "C", "C", "H", "H", "H", "H", "H", "H", "H", "H", "H", "H", "H", "H", "H", "H", "H", "H", "H", "H", "H", "H", "H", "H", "H", "H", "H", "H", "H", "H", "H", "C", "C", "C", "C", "C", "C", "Se", "H", "H", "H", "H", "H", "H", "O", "P", "C", "C", "C", "C", "C", "C", "C", "C", "C", "C", "C", "C", "C", "C", "C", "C", "C", "C", "H", "H", "H", "H", "H", "H", "H", "H", "H", "H", "H", "H", "H", "H", "H"], "xyz": [[-0.47, -0.21, -2.78], [-2.61, -0.21, -1.66], [0.32, -2.10, -1.96], [0.33, 1.83, -2.47], [4.13, -0.43, -0.57], [3.55, 0.03, 0.24], [3.07, -0.66, 1.30], [3.70, -1.21, 2.00], [-4.04, -0.52, -2.81], [-2.96, -1.42, -0.30], [-3.02, 1.40, -0.89], [1.99, -2.65, -2.48], [0.36, -2.21, -0.13], [-0.74, -3.47, -2.56], [2.04, 2.18, -3.02], [0.32, 2.42, -0.74], [-0.65, 3.01, -3.45], [3.37, 1.11, 0.10], [1.99, -0.69, 1.48], [-5.00, -0.44, -2.27], [-3.96, -1.53, -3.23], [-4.02, 0.21, -3.63], [-4.04, -1.41, -0.06], [-2.39, -1.14, 0.60], [-2.69, -2.44, -0.60], [-4.09, 1.44, -0.62], [-2.81, 2.22, -1.59], [-2.41, 1.52, 0.02], [2.15, -3.70, -2.15], [2.73, -1.99, -2.00], [2.10, -2.61, -3.57], [-0.04, -3.16, 0.26], [-0.19, -1.37, 0.30], [1.40, -2.12, 0.19], [-0.09, -4.30, -2.85], [-1.31, -3.13, -3.44], [-1.43, -3.81, -1.77], [2.31, 3.22, -2.78], [2.16, 2.01, -4.10], [2.71, 1.50, -2.48], [1.27, 2.93, -0.51], [0.22, 1.58, -0.05], [-0.51, 3.11, -0.57], [-0.01, 3.85, -3.76], [-1.50, 3.41, -2.87], [-1.04, 2.51, -4.36], [0.34, -0.20, -5.85], [1.60, -0.29, -5.23], [2.78, 0.17, -5.86], [2.75, 0.63, -7.18], [1.51, 0.65, -7.84], [0.33, 0.26, -7.18], [-1.47, -0.34, -5.02], [1.19, -0.07, -0.74], [1.66, -0.65, -4.21], [3.73, 0.20, -5.33], [3.66, 0.98, -7.69], [1.43, 0.99, -8.87], [-0.64, 0.39, -7.67], [-0.71, 0.49, 1.66], [-0.45, 0.28, 3.12], [1.10, 1.02, 3.67], [1.82, 0.50, 4.76], [3.03, 1.10, 5.14], [3.51, 2.22, 4.45], [2.78, 2.76, 3.39], [1.56, 2.18, 3.02], [-1.74, 1.01, 4.15], [-1.94, 0.58, 5.47], [-2.94, 1.18, 6.25], [-3.72, 2.21, 5.72], [-3.50, 2.66, 4.41], [-2.51, 2.07, 3.63], [-0.37, -1.48, 3.49], [-1.56, -2.18, 3.73], [-1.52, -3.55, 3.99], [-0.30, -4.24, 3.96], [0.88, -3.55, 3.67], [0.84, -2.18, 3.42], [1.46, -0.37, 5.31], [3.60, 0.66, 5.97], [4.46, 2.68, 4.75], [3.13, 3.64, 2.86], [0.97, 2.62, 2.21], [-1.33, -0.22, 5.89], [-3.09, 0.84, 7.28], [-4.51, 2.67, 6.33], [-4.10, 3.47, 4.00], [-2.32, 2.41, 2.61], [-2.52, -1.65, 3.74], [-2.45, -4.09, 4.20], [-0.27, -5.31, 4.16], [1.84, -4.07, 3.65], [1.77, -1.66, 3.19]]}


{"formula": "C35H52N4RuS2Sb2Si", "method": "ωB97M-V/def2-TZVPD", "charge": 1, "s2": 0.77, "homo_lumo_gap_ev": [5.99, 5.55], "homo_ev": [-9.266, -9.257], "de_lowest_kcal_mol": 69.9, "largest_force_ev_per_a": 3.0, "e_lumo_ev": [-3.27, -3.70], "multiplicity": 2, "elements": ["Ru", "C", "Sb", "C", "C", "C", "C", "C", "C", "C", "C", "C", "Sb", "C", "C", "H", "H", "H", "H", "H", "H", "H", "H", "H", "H", "H", "H", "H", "H", "H", "H", "H", "H", "H", "H", "C", "Si", "C", "C", "C", "C", "C", "C", "N", "C", "S", "H", "H", "H", "H", "H", "H", "H", "H", "H", "H", "H", "H", "C", "N", "C", "C", "C", "C", "C", "C", "C", "C", "H", "H", "H", "H", "H", "H", "H", "H", "H", "H", "H", "H", "C", "C", "C", "C", "N", "C", "S", "N", "C", "H", "H", "H", "H", "H", "H", "H", "H"], "xyz": [[-0.18, 0.68, 0.80], [3.86, -3.39, -0.95], [2.32, -2.16, -1.80], [3.15, -2.20, -3.78], [0.85, -3.74, -2.09], [1.20, -4.77, -1.07], [1.85, -5.95, -1.40], [2.22, -6.87, -0.42], [1.95, -6.59, 0.93], [1.33, -5.42, 1.27], [0.93, -4.47, 0.29], [0.30, -3.26, 0.66], [1.54, -1.13, 1.34], [3.53, -0.34, 1.26], [1.66, -1.66, 3.42], [3.92, -4.34, -1.50], [3.64, -3.61, 0.10], [4.82, -2.87, -1.02], [3.44, -3.23, -4.02], [4.03, -1.55, -3.83], [2.40, -1.86, -4.50], [0.92, -4.07, -3.12], [-0.13, -3.28, -1.91], [2.06, -6.17, -2.44], [2.71, -7.79, -0.70], [2.24, -7.31, 1.69], [1.12, -5.19, 2.32], [0.05, -3.06, 1.70], [-0.13, -2.59, -0.08], [4.25, -1.14, 1.10], [3.74, 0.14, 2.22], [3.60, 0.38, 0.44], [0.69, -2.03, 3.77], [1.93, -0.77, 3.99], [2.42, -2.43, 3.56], [0.37, 6.35, -2.16], [0.03, 4.73, -3.02], [-1.04, 4.96, -4.53], [1.61, 3.93, -3.57], [-1.03, 3.77, -1.77], [-2.40, 4.04, -1.72], [-3.24, 3.48, -0.77], [-2.69, 2.62, 0.15], [-1.39, 2.31, 0.14], [-0.57, 2.85, -0.79], [1.03, 2.18, -0.60], [0.93, 7.04, -2.81], [0.97, 6.18, -1.26], [-0.56, 6.84, -1.87], [-0.46, 5.44, -5.33], [-1.92, 5.58, -4.34], [-1.38, 3.99, -4.91], [1.97, 4.45, -4.47], [1.47, 2.88, -3.82], [2.39, 3.99, -2.81], [-2.83, 4.71, -2.47], [-4.29, 3.70, -0.75], [-3.29, 2.15, 0.92], [-3.69, -3.64, 0.22], [-4.01, -2.40, 0.89], [-5.42, -2.05, 0.90], [-3.03, -1.33, 0.88], [-2.49, -0.88, -0.47], [-3.34, -0.99, -1.57], [-2.90, -0.73, -2.87], [-1.57, -0.38, -3.07], [-0.73, -0.21, -1.98], [-1.17, -0.40, -0.65], [-4.42, -4.40, 0.50], [-2.70, -3.99, 0.54], [-3.67, -3.57, -0.88], [-5.99, -2.84, 1.40], [-5.87, -1.91, -0.10], [-5.57, -1.13, 1.47], [-2.16, -1.65, 1.48], [-3.48, -0.49, 1.41], [-4.37, -1.30, -1.42], [-3.58, -0.83, -3.70], [-1.20, -0.22, -4.08], [0.28, 0.10, -2.16], [-0.21, 4.00, 6.19], [0.19, 3.29, 4.94], [1.25, 3.61, 4.15], [1.56, 2.81, 3.03], [0.79, 1.79, 2.68], [-0.29, 1.53, 3.44], [-1.33, 0.29, 2.97], [-0.53, 2.23, 4.58], [2.81, 3.08, 2.28], [0.60, 4.64, 6.53], [-0.46, 3.29, 6.98], [-1.09, 4.63, 6.00], [1.88, 4.45, 4.40], [-1.38, 1.99, 5.09], [2.98, 4.16, 2.21], [2.77, 2.66, 1.29], [3.65, 2.65, 2.83]]}